No. 1
Density functional theory data (ωB97M-V with the def2-TZVPD basis set) for a structure of composition C6H9F3N3 at a distorted geometry.

Output
LUMO	-0.15339	Eh
energy above the lowest of the compared OMol25 structures with the same formula, charge and spin	51.3	kJ/mol
molecular weight	180.2	g/mol
total charge	+1

Each line ends with the natural charge from an NBO analysis.
CARTESIAN COORDINATES (ANGSTROEM)
C1 0.7549 -1.6870 -0.1312  -0.14
C2 -0.5920 -1.4507 0.0044  0.26
C3 0.8551 0.5922 -0.1850  0.58
C4 -1.6390 -2.4893 0.1258  -0.66
C5 1.2054 2.0109 -0.1485  -0.34
C6 -2.0342 0.6239 0.0131  1.09
N1 -0.8596 -0.1349 0.0483  -0.43
N2 1.4789 -0.5294 -0.2219  -0.45
N3 2.6056 2.0085 0.2277  -0.84
F1 -2.9916 0.0840 0.7602  -0.29
F2 -2.5173 0.7476 -1.2266  -0.30
F3 -1.7940 1.8513 0.4733  -0.30
H1 1.2358 -2.6446 -0.1744  0.25
H2 -1.8189 -2.7013 1.1833  0.26
H3 -2.5830 -2.1639 -0.3071  0.25
H4 -1.3161 -3.4083 -0.3557  0.25
H5 1.0433 2.4442 -1.1440  0.26
H6 0.5402 2.5448 0.5422  0.26
H7 2.4943 -0.5495 -0.3220  0.48
H8 2.7516 2.2519 1.1968  0.39
H9 3.1805 2.5995 -0.3586  0.40

Cartesian forces, eV/Å:
C -0.98 -0.75 0.03
C 0.46 -0.02 -0.14
C -5.48 -2.49 0.73
C -0.32 -0.28 0.18
C 0.25 0.58 0.06
C -1.11 0.57 -0.18
N 5.99 2.02 -0.53
N 0.15 0.53 -0.05
N 0.37 0.17 -0.20
F 0.15 -0.25 0.10
F 0.14 -0.09 -0.05
F 0.25 0.00 -0.01
H 0.13 -0.01 -0.02
H -0.02 0.02 -0.07
H 0.06 -0.05 -0.06
H 0.00 0.00 -0.01
H 0.05 -0.04 0.16
H 0.10 -0.18 -0.14
H -0.08 0.25 0.12
H -0.01 0.02 0.01
H -0.11 0.00 0.06



No. 2
Density functional theory data (ωB97M-V with the def2-TZVPD basis set) for a structure of composition C9H12O3S at a distorted geometry.

Output
⟨S²⟩	2.005
LUMO (alpha / beta)	0.02594 / -0.13136	Eh
energy above the lowest of the compared OMol25 structures with the same formula, charge and spin	407.1	kJ/mol
molecular weight	200.3	g/mol
multiplicity	3

Each line ends with the natural charge from an NBO analysis.
CARTESIAN COORDINATES (ANGSTROEM)
C1 0.6199 1.0319 0.1979  -0.44
C2 -0.1914 -0.2443 1.9482  -0.51
C3 2.5050 -0.5912 0.9080  -0.50
C4 -0.6903 0.4601 0.7265  -0.20
C5 -0.8747 -0.5048 -0.5728  -0.28
C6 0.4953 -1.0904 -0.9014  0.09
C7 1.3237 -0.3003 0.1118  -0.08
C8 1.0098 -1.0275 1.4038  -0.05
C9 -1.3869 0.0823 -1.8214  -0.61
O1 -0.6921 -3.1951 1.1376  -0.91
O2 1.7177 -3.6787 1.1559  -0.90
O3 0.8228 -2.4429 -0.7103  -0.68
S1 0.6640 -2.7396 0.8931  2.25
H1 0.5830 1.6234 -0.7397  0.22
H2 0.8943 1.7761 1.0187  0.22
H3 0.0208 0.4097 2.7961  0.25
H4 -0.8964 -1.0345 2.2899  0.26
H5 2.9749 -1.3890 0.5380  0.23
H6 3.0166 0.0825 1.5619  0.24
H7 -1.5263 1.1986 0.7716  0.24
H8 -1.3734 -1.4160 -0.3114  0.25
H9 0.9416 -0.7723 -1.8450  0.24
H10 -0.7260 0.8760 -2.0667  0.20
H11 -2.4686 0.4409 -1.5840  0.22
H12 -1.5543 -0.6521 -2.7077  0.24

Cartesian forces, eV/Å:
C 0.50 2.37 1.38
C -1.77 -2.71 0.28
C 0.98 2.03 -1.22
C -0.92 0.64 -3.91
C -0.20 -2.59 1.32
C 2.38 1.32 1.29
C 1.94 5.58 -2.05
C -3.74 -3.69 3.91
C -4.06 -0.24 -0.69
O 0.89 1.09 0.09
O -0.04 0.74 0.12
O -0.91 -0.36 -0.01
S -0.12 -1.51 0.80
H -0.08 -0.47 0.38
H 0.83 -1.02 -1.14
H 0.41 0.16 -0.26
H 0.20 0.61 0.05
H 2.33 -3.22 -0.91
H -0.31 0.41 0.22
H 0.65 -0.71 0.40
H -1.28 -0.26 0.28
H -0.37 -0.23 -0.39
H 0.10 0.95 -0.89
H 1.81 -0.01 -0.72
H 0.77 1.10 1.66



No. 3
Density functional theory data (ωB97M-V with the def2-TZVPD basis set) for the molecule C4H6F2S at a distorted geometry.

Output
LUMO	0.02834	Eh
energy above the lowest of the compared OMol25 structures with the same formula, charge and spin	105.4	kJ/mol
molecular weight	124.2	g/mol
structure (SMILES)	C[C@]1(S)CC1(F)F

Each line ends with the natural charge from an NBO analysis.
CARTESIAN COORDINATES (ANGSTROEM)
C1 0.1148 0.8047 0.9437  -0.64
C2 0.6175 -0.2691 -0.0730  -0.19
S1 1.7962 0.2039 -1.4121  0.01
C3 -0.1628 -1.5621 -0.2825  -0.49
C4 0.9991 -1.6023 0.5924  0.66
F1 0.8666 -1.6559 1.9001  -0.31
F2 2.0924 -2.3671 0.1720  -0.33
H1 1.0229 0.9115 1.5878  0.22
H2 -0.6083 0.4844 1.7200  0.23
H3 -0.0600 1.8023 0.6629  0.23
H4 2.4792 0.8811 -0.5180  0.12
H5 -1.1757 -1.5300 0.1356  0.24
H6 0.0319 -2.0442 -1.2215  0.24

Cartesian forces, eV/Å:
C 2.31 -1.77 1.62
C 0.82 -0.30 0.26
S -1.45 -0.07 0.57
C -0.88 0.35 -0.10
C 0.76 0.42 -1.40
F 0.09 -0.47 1.21
F -1.30 1.15 0.70
H -0.44 0.18 -0.22
H -0.05 -0.21 -1.01
H -0.63 0.94 -1.24
H 0.78 0.47 0.21
H 0.44 -0.43 -0.27
H -0.44 -0.24 -0.33



No. 4
Density functional theory data (ωB97M-V with the def2-TZVPD basis set) for a structure of composition C19H22NO6PPtS3Se at a distorted geometry.

Output
LUMO (alpha / beta)	-0.07309 / -0.07308	Eh
energy above the lowest of the compared OMol25 structures with the same formula, charge and spin	260.6	kJ/mol
molecular weight	761.6	g/mol

Each line ends with the natural charge from an NBO analysis.
CARTESIAN COORDINATES (ANGSTROEM)
Pt1 0.6389 -1.0270 -1.4713  1.18
S1 1.0035 2.7589 -3.7000  0.49
C1 -0.6352 2.7346 -3.1365  -0.24
C2 -1.6521 3.6247 -3.4758  -0.22
C3 -2.9028 3.4090 -2.9446  -0.20
C4 -3.1275 2.3380 -2.0746  -0.18
C5 -2.1188 1.4588 -1.7363  -0.23
C6 -0.8556 1.6544 -2.2873  0.20
N1 0.3267 0.8733 -2.0993  -0.43
C7 1.3262 1.3437 -2.8217  0.09
C8 2.5511 0.6092 -2.8267  -0.13
C9 3.7349 0.9711 -3.4661  -0.17
C10 4.8369 0.1498 -3.3494  -0.22
C11 4.7505 -1.0109 -2.5797  -0.16
C12 3.5637 -1.3587 -1.9495  -0.25
C13 2.4507 -0.5517 -2.1008  -0.06
H1 -1.4617 4.4548 -4.1442  0.23
H2 -3.7180 4.0697 -3.2125  0.22
H3 -4.1159 2.1907 -1.6584  0.22
H4 -2.2931 0.6195 -1.0912  0.28
H5 3.7830 1.8851 -4.0472  0.22
H6 5.7615 0.4068 -3.8476  0.22
H7 5.6149 -1.6541 -2.4745  0.22
H8 3.5087 -2.2543 -1.3439  0.24
O1 -2.9502 -3.1766 -1.6216  -0.94
Se1 -1.5890 -2.3110 -1.5552  2.65
O2 -1.5111 -1.0298 -0.5008  -1.07
O3 -0.1269 -3.0813 -1.0573  -0.99
O4 -1.0326 -1.5931 -2.9734  -1.02
C14 -1.3954 -3.0274 2.2165  -0.65
C15 -0.2801 -3.1128 3.2194  0.13
C16 -0.7071 -2.8050 4.6376  -0.64
O5 0.8657 -2.2589 2.8365  -0.85
P1 1.0228 -0.7248 2.5627  1.74
S2 2.6314 -0.0364 3.3426  -0.49
S3 1.5459 -0.2662 0.6686  -0.29
O6 -0.2925 -0.1122 3.1402  -0.86
C17 -0.9144 1.2084 3.0075  0.13
C18 -1.9545 1.1345 1.9252  -0.63
C19 0.0867 2.3239 2.7894  -0.65
H9 -2.1675 -3.7591 2.4691  0.22
H10 -1.0254 -3.2480 1.2208  0.24
H11 -1.8461 -2.0345 2.2102  0.22
H12 0.1683 -4.1019 3.1891  0.20
H13 -1.2014 -1.8367 4.6989  0.22
H14 0.1550 -2.8026 5.3070  0.22
H15 -1.4039 -3.5769 4.9726  0.22
H16 -1.3895 1.3434 3.9755  0.19
H17 -1.4911 0.8232 0.9944  0.23
H18 -2.4115 2.1186 1.7887  0.21
H19 -2.7378 0.4156 2.1719  0.22
H20 0.5339 2.2647 1.7935  0.22
H21 0.8861 2.2911 3.5286  0.24
H22 -0.4385 3.2763 2.8808  0.22

Cartesian forces, eV/Å:
Pt -2.62 2.04 2.26
S 0.00 0.22 -0.16
C -0.05 0.12 -0.07
C 0.16 0.01 -0.03
C -0.11 0.03 0.03
C 0.05 0.03 -0.01
C -0.07 0.15 -0.08
C 0.37 -0.53 0.35
N 0.25 0.51 -0.73
C -0.36 0.28 0.09
C 0.17 0.49 -0.22
C 0.10 0.12 0.00
C -0.03 -0.03 0.02
C -0.05 0.04 0.07
C 0.26 -0.17 0.01
C 0.54 -1.94 -0.01
H 0.01 -0.04 0.01
H 0.04 -0.01 0.05
H 0.03 -0.03 -0.02
H -0.06 -0.04 0.07
H 0.02 -0.02 0.01
H 0.00 0.00 0.01
H 0.00 0.03 0.01
H -0.02 -0.04 -0.06
O 1.13 0.58 0.13
Se -0.49 -1.22 -0.44
O 0.20 -0.58 -0.10
O 0.10 0.64 -0.36
O 0.09 -0.36 0.45
C -0.17 0.05 -0.11
C 0.23 0.30 0.10
C 0.08 0.02 0.11
O -0.42 -0.24 -0.23
P -0.13 -0.98 1.37
S 0.50 0.37 0.06
S 0.83 0.21 -2.12
O -0.85 0.10 -0.23
C 0.29 0.01 0.09
C -0.23 0.00 -0.06
C 0.12 -0.01 -0.02
H 0.05 0.05 0.00
H 0.04 -0.04 -0.11
H -0.01 -0.02 0.00
H 0.09 -0.07 -0.05
H -0.01 -0.01 0.00
H -0.05 -0.01 -0.02
H 0.03 0.04 -0.02
H -0.02 -0.02 0.14
H 0.03 0.01 -0.13
H 0.02 -0.08 0.00
H 0.04 0.01 -0.03
H -0.04 0.02 0.08
H -0.05 0.02 -0.02
H 0.00 -0.02 -0.03



Repeat the second record exactly.
Density functional theory data (ωB97M-V with the def2-TZVPD basis set) for a structure of composition C9H12O3S at a distorted geometry.

Output
⟨S²⟩	2.005
LUMO (alpha / beta)	0.02594 / -0.13136	Eh
energy above the lowest of the compared OMol25 structures with the same formula, charge and spin	407.1	kJ/mol
molecular weight	200.3	g/mol
multiplicity	3

Each line ends with the natural charge from an NBO analysis.
CARTESIAN COORDINATES (ANGSTROEM)
C1 0.6199 1.0319 0.1979  -0.44
C2 -0.1914 -0.2443 1.9482  -0.51
C3 2.5050 -0.5912 0.9080  -0.50
C4 -0.6903 0.4601 0.7265  -0.20
C5 -0.8747 -0.5048 -0.5728  -0.28
C6 0.4953 -1.0904 -0.9014  0.09
C7 1.3237 -0.3003 0.1118  -0.08
C8 1.0098 -1.0275 1.4038  -0.05
C9 -1.3869 0.0823 -1.8214  -0.61
O1 -0.6921 -3.1951 1.1376  -0.91
O2 1.7177 -3.6787 1.1559  -0.90
O3 0.8228 -2.4429 -0.7103  -0.68
S1 0.6640 -2.7396 0.8931  2.25
H1 0.5830 1.6234 -0.7397  0.22
H2 0.8943 1.7761 1.0187  0.22
H3 0.0208 0.4097 2.7961  0.25
H4 -0.8964 -1.0345 2.2899  0.26
H5 2.9749 -1.3890 0.5380  0.23
H6 3.0166 0.0825 1.5619  0.24
H7 -1.5263 1.1986 0.7716  0.24
H8 -1.3734 -1.4160 -0.3114  0.25
H9 0.9416 -0.7723 -1.8450  0.24
H10 -0.7260 0.8760 -2.0667  0.20
H11 -2.4686 0.4409 -1.5840  0.22
H12 -1.5543 -0.6521 -2.7077  0.24

Cartesian forces, eV/Å:
C 0.50 2.37 1.38
C -1.77 -2.71 0.28
C 0.98 2.03 -1.22
C -0.92 0.64 -3.91
C -0.20 -2.59 1.32
C 2.38 1.32 1.29
C 1.94 5.58 -2.05
C -3.74 -3.69 3.91
C -4.06 -0.24 -0.69
O 0.89 1.09 0.09
O -0.04 0.74 0.12
O -0.91 -0.36 -0.01
S -0.12 -1.51 0.80
H -0.08 -0.47 0.38
H 0.83 -1.02 -1.14
H 0.41 0.16 -0.26
H 0.20 0.61 0.05
H 2.33 -3.22 -0.91
H -0.31 0.41 0.22
H 0.65 -0.71 0.40
H -1.28 -0.26 0.28
H -0.37 -0.23 -0.39
H 0.10 0.95 -0.89
H 1.81 -0.01 -0.72
H 0.77 1.10 1.66



The lowest molecular weight belongs to which entry?
C4H6F2S



Which value of molecular weight does entry 1 give?
180.2 g/mol